Record 1
95
Properties=species:S:1:pos:R:3:mulliken_charge:R:1 method="wB97M-V/def2-TZVPD" e_homo_ha=-0.070 charge=-2 orbital_gap_ha=0.203
Tl 0.01096 0.80661 0.71021 0.8708
C 2.22069 3.53059 -6.22612 -1.5881
C 1.45650 3.24213 -4.95803 0.5146
C 0.25211 3.88208 -4.66684 -0.8742
C -0.44956 3.60381 -3.51516 -0.4437
C -0.02325 2.63016 -2.57211 -0.2805
N -0.73569 2.28009 -1.49692 0.0518
C -1.50585 3.10694 -0.75998 0.0803
C -1.19290 4.46609 -0.52120 -0.0256
C -1.86087 5.22824 0.41209 -1.0839
C -2.90146 4.69725 1.17381 0.4557
C -3.60170 5.49674 2.24355 -1.5791
C -3.25795 3.37982 0.93493 -0.2374
C -2.61354 2.60110 -0.01988 0.1295
N -3.13093 1.29390 -0.26882 0.5165
C -4.43131 0.92114 -0.16726 -0.2636
C -4.50047 -0.41669 -0.48048 -1.1212
C -3.17067 -0.77501 -0.76058 -0.5318
N -2.35970 0.26144 -0.62910 -0.1890
C 1.18726 1.95844 -2.90798 -0.1516
C 1.89752 2.28673 -4.05350 -0.3806
N 1.73083 0.92774 -2.08383 1.2964
C 3.02919 0.80974 -1.73615 -0.3559
C 3.18055 -0.39770 -1.09870 -0.6834
C 1.89111 -0.96136 -1.10868 -0.8506
N 1.02282 -0.14599 -1.69778 -0.9476
H 2.02961 4.54571 -6.57852 0.3743
H 1.93217 2.84332 -7.02840 0.2793
H 3.29507 3.42155 -6.06558 0.3489
H -0.13301 4.62121 -5.36398 0.3307
H -1.37703 4.12607 -3.31465 0.3984
H -0.35301 4.88740 -1.05835 0.4593
H -1.54298 6.25220 0.58120 0.2466
H -3.28312 6.53923 2.22032 0.3592
H -3.37851 5.09784 3.23636 0.3081
H -4.68633 5.46384 2.11416 0.3222
H -4.04503 2.92688 1.52899 0.5371
H -5.21080 1.61096 0.10330 0.5232
H -5.38039 -1.03845 -0.49269 0.4802
H -2.76775 -1.73457 -1.04266 0.4881
H 2.83303 1.77078 -4.24939 0.4086
H 3.74337 1.58976 -1.93465 0.6965
H 4.07287 -0.80540 -0.65493 0.5578
H 0.75687 -2.07588 0.16868 -0.2061
C 2.46484 -1.49528 3.29595 -0.8828
C 2.67188 -0.02501 3.23421 0.1546
N 2.48283 0.72731 2.17489 -0.0167
C 2.75827 2.02327 2.56169 0.5422
C 3.11762 2.04188 3.88773 -0.0916
N 3.05467 0.73991 4.29059 -0.0456
C 3.53097 3.11953 4.85199 0.6571
O 3.59113 4.29337 4.37376 -0.7645
O 3.78392 2.75476 6.00767 -0.7649
C 2.58014 3.15718 1.62386 0.1343
O 2.97445 4.33000 2.05687 -0.7127
O 2.10067 2.99537 0.51350 -0.4097
H 1.42957 -1.71495 3.01584 -0.0131
H 2.68040 -1.87998 4.29298 0.3725
H 3.09393 -2.00051 2.56125 0.2012
H 3.23221 0.46878 5.24404 0.2321
H 3.24984 4.29693 3.08124 0.4412
N 1.44732 -2.19831 -0.56651 0.8825
C 1.64065 -3.48304 -0.88658 -0.7013
N 2.38563 -3.84393 -1.94494 0.3311
C 2.58160 -5.26752 -2.15205 -0.8002
C 4.06320 -5.60958 -2.04867 -0.5320
O 4.83932 -4.85447 -2.96657 -0.3933
C 4.62345 -3.45974 -2.79480 -0.6142
C 3.15164 -3.09959 -2.94926 0.0270
H 2.22459 -5.54551 -3.15226 0.3227
H 2.01344 -5.80987 -1.40003 0.4425
H 4.23677 -6.65875 -2.29327 0.3342
H 4.40141 -5.41770 -1.02071 0.3122
H 5.23594 -2.96865 -3.55157 0.3289
H 4.95714 -3.15423 -1.79359 0.4020
H 2.81226 -3.39420 -3.94843 0.2456
H 3.01426 -2.03372 -2.82883 0.0644
O -1.23620 -1.45458 2.99862 -0.2478
O -0.43675 -1.70138 1.81477 -0.7514
O -7.21653 -2.31927 2.26274 -0.6586
S -6.14336 -2.47325 3.21025 1.2110
O -6.53062 -2.69546 4.57897 -0.6795
N -5.07212 -1.21647 3.14118 -0.6059
C -3.89631 -1.63825 2.80090 0.4145
S -2.55934 -0.52925 2.87576 0.2330
C -3.78409 -3.07353 2.42936 0.5774
C -2.72623 -3.77083 1.86451 -0.0110
C -2.91331 -5.11870 1.57550 -0.9791
C -4.12160 -5.75702 1.82565 -0.3353
C -5.19185 -5.04770 2.36237 -0.6433
C -4.99557 -3.71700 2.64533 -0.2677
H -1.77022 -3.28484 1.65720 0.5461
H -2.08858 -5.66895 1.13934 0.4981
H -4.24277 -6.80602 1.58507 0.3740
H -6.14925 -5.51771 2.54782 0.3999

Record 2
78
Properties=species:S:1:pos:R:3:mulliken_spin:R:1 method="wB97M-V/def2-TZVPD" multiplicity=3 e_homo_ha="-0.529 / -0.528" s_squared=2.234 charge=+2 orbital_gap_ha="0.225 / 0.267"
C 0.82257 -1.10610 -2.32653 0.0101
C -0.21479 -1.57895 -1.51221 0.0353
C -1.51522 -1.68680 -2.02739 -0.0065
C -1.75172 -1.44479 -3.37037 0.0022
C -0.70545 -1.03544 -4.19011 -0.0041
C 0.58638 -0.86570 -3.67337 0.0000
P 0.05408 -1.79694 0.26712 -0.1114
C -1.22529 -3.03981 0.68827 -0.0421
C -2.31823 -2.62994 1.46871 0.0333
C -3.31538 -3.55096 1.79357 0.0039
C -3.20478 -4.88198 1.37273 -0.0004
C -2.09936 -5.29231 0.61418 0.0003
C -1.09879 -4.37160 0.28745 -0.0040
V 0.20897 -0.07904 1.63013 2.4409
P 0.18382 1.67469 0.30573 -0.1448
C -1.15914 1.78211 -0.91955 -0.0319
C -0.97454 2.08865 -2.27133 -0.0058
C -2.08563 2.18966 -3.11187 0.0011
C -3.35781 1.85741 -2.63362 -0.0008
C -3.53004 1.46410 -1.30198 0.0082
C -2.43002 1.41094 -0.45153 0.0393
C -0.03271 3.17602 1.34674 -0.0188
C 0.80647 3.28549 2.46702 0.0057
C 0.59117 4.30486 3.39856 0.0070
C -0.44738 5.22283 3.19842 -0.0036
C -1.27257 5.12211 2.07332 -0.0005
C -1.06745 4.09651 1.14320 -0.0009
C 1.72991 2.05289 -0.57141 0.0125
C 2.80216 1.15615 -0.43362 0.0201
C 4.01706 1.44769 -1.05457 0.0050
C 4.16186 2.63207 -1.78711 0.0003
C 3.09216 3.53151 -1.90657 0.0005
C 1.88001 3.25261 -1.26858 -0.0048
C 1.64670 -2.71844 0.34066 0.0334
C 2.09661 -3.51624 -0.71783 -0.0026
C 3.32876 -4.17186 -0.62394 0.0022
C 4.10382 -4.04025 0.53719 -0.0017
C 3.64477 -3.25484 1.60074 -0.0068
C 2.42389 -2.57941 1.50548 -0.0086
H 1.60577 2.55081 2.61984 0.0043
H 1.23954 4.38433 4.27226 0.0000
H -0.60767 6.01909 3.92545 0.0000
H -2.07976 5.83855 1.90746 0.0000
H -1.71744 4.00700 0.27005 0.0011
H 0.02861 2.25164 -2.66575 -0.0005
H -1.94991 2.51513 -4.14716 -0.0004
H -4.22076 1.89670 -3.30293 0.0000
H -4.52099 1.19950 -0.92229 0.0001
H -2.54176 1.07394 0.58594 0.0084
H 2.68161 0.23982 0.15716 0.0035
H 4.85130 0.74534 -0.96859 0.0003
H 5.11610 2.85215 -2.27278 0.0001
H 3.19220 4.44724 -2.49191 -0.0002
H 1.05091 3.96137 -1.31586 -0.0007
H 1.49555 -3.62640 -1.62101 -0.0011
H 3.67013 -4.78476 -1.45879 0.0001
H 5.06621 -4.55403 0.61099 -0.0002
H 4.24674 -3.17436 2.51079 0.0001
H 2.07443 -1.94716 2.33564 0.0043
H -2.38690 -1.60093 1.84123 -0.0040
H -4.17662 -3.23082 2.38497 0.0002
H -3.97683 -5.60452 1.64622 0.0001
H -1.99981 -6.32724 0.28294 -0.0002
H -0.21509 -4.68668 -0.26702 -0.0003
H -2.33897 -1.97923 -1.37797 -0.0028
H -2.75626 -1.56368 -3.78966 0.0000
H -0.92680 -0.84208 -5.23652 0.0001
H 1.41177 -0.54340 -4.31451 0.0001
H 1.82273 -0.93633 -1.91182 -0.0022
H 0.17425 0.32132 -6.09967 0.0000
H 0.85869 0.19367 -5.81804 0.0000
C -1.10932 0.37733 5.72998 -0.0184
O -0.38450 0.25387 4.48564 -0.0078
C -1.03581 0.33417 3.28740 -0.1093
O -2.22941 0.61125 3.13342 -0.1358
H -0.69975 1.25142 6.23927 -0.0013
H -0.90281 -0.53067 6.29928 -0.0007
H -2.18417 0.49973 5.57061 0.0017